The following is a DFT calculation (ωB97M-V with the def2-TZVPD basis set) of 13 unconnected molecules or ions with the total composition C54H144N10O17 at a distorted geometry.

The geometry in XYZ format:
```
225
Properties=species:S:1:pos:R:3
C -0.85 -6.38 -4.52
C -0.13 -5.34 -5.33
O -0.29 -4.02 -4.79
H -0.49 -6.38 -3.48
H -0.57 -7.39 -4.80
H -1.93 -6.31 -4.49
H -0.47 -5.35 -6.37
H 0.95 -5.53 -5.29
H 0.57 -3.60 -4.92
C -4.02 -5.21 4.06
C -3.86 -3.77 3.49
O -2.71 -3.62 2.70
H -3.11 -5.79 3.94
H -4.78 -5.68 3.44
H -4.34 -5.17 5.10
H -3.87 -3.09 4.36
H -4.76 -3.50 2.96
H -1.92 -3.95 3.13
C -2.20 2.39 -0.82
C -2.52 3.76 -1.35
O -3.72 4.32 -0.78
H -1.99 2.34 0.25
H -1.31 1.98 -1.32
H -3.01 1.67 -0.94
H -2.66 3.84 -2.43
H -1.73 4.49 -1.12
H -3.45 4.73 0.05
C 0.89 2.24 2.55
O 0.99 3.36 3.42
C 2.23 4.05 3.38
C 2.17 5.08 4.50
N 1.09 6.00 4.18
C 0.53 6.72 5.30
C -0.05 5.85 6.43
O -1.44 5.99 6.56
C -1.85 6.92 7.51
H 0.05 2.38 1.87
H 0.61 1.41 3.20
H 1.83 1.94 2.09
H 2.29 4.58 2.42
H 3.08 3.36 3.48
H 3.12 5.59 4.66
H 1.93 4.44 5.37
H 0.38 5.42 3.74
H -0.29 7.36 4.96
H 1.27 7.41 5.72
H 0.50 5.96 7.38
H 0.27 4.82 6.25
H -1.22 6.95 8.41
H -2.83 6.65 7.91
H -1.98 7.94 7.13
C 1.35 1.26 -11.66
O 2.04 1.93 -10.64
C 3.36 2.27 -11.01
C 4.05 3.02 -9.90
N 4.59 2.08 -8.89
C 5.59 2.70 -8.03
C 5.00 3.50 -6.87
O 3.86 2.90 -6.25
C 4.13 1.64 -5.71
H 0.61 0.64 -11.14
H 1.94 0.50 -12.20
H 0.88 1.91 -12.40
H 3.37 2.92 -11.90
H 3.92 1.40 -11.38
H 3.35 3.74 -9.46
H 4.88 3.59 -10.32
H 3.81 1.83 -8.30
H 6.30 3.37 -8.51
H 6.19 1.84 -7.69
H 4.56 4.40 -7.32
H 5.73 3.77 -6.10
H 4.61 0.96 -6.41
H 3.20 1.24 -5.29
H 4.79 1.66 -4.83
C -5.10 -0.33 1.03
O -5.71 0.93 1.12
C -7.09 0.98 0.97
C -7.92 0.13 1.97
N -7.31 0.08 3.31
C -7.60 1.27 4.17
C -6.71 1.21 5.39
O -5.35 1.48 5.08
C -4.55 0.32 4.97
H -5.37 -0.83 0.09
H -5.34 -0.97 1.89
H -4.02 -0.24 0.94
H -7.39 0.56 0.00
H -7.43 2.01 1.01
H -7.93 -0.91 1.65
H -8.94 0.51 2.04
H -6.33 0.28 3.16
H -8.66 1.24 4.40
H -7.43 2.18 3.58
H -6.85 0.22 5.85
H -7.01 1.88 6.19
H -4.73 -0.23 4.04
H -4.63 -0.34 5.83
H -3.50 0.62 4.91
C -0.04 -7.45 -0.29
O 0.28 -7.25 1.07
C 1.40 -8.03 1.49
C 2.12 -7.24 2.57
N 3.14 -6.42 1.96
C 3.78 -5.50 2.90
C 2.93 -4.43 3.58
O 2.55 -3.31 2.80
C 1.51 -3.60 1.88
H -0.65 -6.60 -0.60
H -0.60 -8.38 -0.44
H 0.81 -7.40 -0.99
H 2.11 -8.27 0.70
H 1.06 -9.01 1.85
H 2.56 -7.96 3.27
H 1.42 -6.69 3.21
H 2.88 -5.88 1.15
H 4.64 -5.01 2.44
H 4.18 -6.12 3.71
H 3.43 -4.08 4.49
H 2.00 -4.89 3.95
H 0.66 -4.13 2.34
H 1.85 -4.18 1.01
H 1.16 -2.62 1.54
C 1.05 0.38 -1.78
C 0.90 -1.09 -1.38
C -0.21 -1.30 -0.39
O 0.19 -0.74 0.86
C -0.90 -0.65 1.78
N 0.63 -1.92 -2.56
H 1.23 0.94 -0.86
H 0.16 0.70 -2.32
H 1.94 0.55 -2.39
H 1.90 -1.31 -0.97
H -0.43 -2.37 -0.24
H -1.15 -0.83 -0.69
H -0.46 -0.78 2.78
H -1.67 -1.38 1.55
H -1.23 0.39 1.87
H 1.42 -2.27 -3.08
H 0.23 -2.78 -2.20
C 4.00 -2.06 -3.26
C 3.83 -2.67 -4.64
C 4.35 -4.09 -4.69
O 4.00 -4.71 -5.89
C 4.00 -6.13 -5.83
N 2.40 -2.72 -5.01
H 3.87 -2.77 -2.45
H 3.36 -1.19 -3.13
H 4.97 -1.57 -3.12
H 4.41 -2.10 -5.37
H 3.99 -4.65 -3.81
H 5.45 -4.09 -4.58
H 3.56 -6.46 -6.77
H 3.39 -6.49 -5.00
H 5.03 -6.51 -5.80
H 1.98 -1.79 -4.97
H 2.37 -2.92 -6.00
C 0.01 0.55 5.97
C -1.03 -0.08 6.92
C -2.17 0.82 7.44
O -1.73 1.67 8.47
C -1.19 2.88 8.00
N -1.59 -1.35 6.41
H 0.47 1.38 6.52
H -0.40 0.94 5.04
H 0.78 -0.19 5.77
H -0.44 -0.27 7.82
H -2.88 0.09 7.83
H -2.64 1.38 6.63
H -1.04 2.83 6.91
H -0.18 3.12 8.35
H -1.86 3.73 8.13
H -0.83 -1.85 5.96
H -2.23 -1.09 5.65
C 5.38 -0.87 3.06
C 4.15 -0.08 2.58
C 3.98 -0.23 1.09
O 5.05 0.36 0.43
C 4.91 0.71 -0.92
N 2.95 -0.45 3.30
H 6.33 -0.58 2.61
H 5.17 -1.86 2.62
H 5.49 -0.94 4.14
H 4.34 1.00 2.62
H 2.96 0.05 0.77
H 3.91 -1.31 0.83
H 4.47 1.72 -1.00
H 4.22 0.06 -1.47
H 5.89 0.84 -1.39
H 3.17 -0.48 4.28
H 2.66 -1.39 3.00
C -3.58 2.58 2.49
C -2.54 3.59 2.91
C -3.05 5.02 3.02
O -3.12 5.65 1.75
C -3.55 7.00 1.86
N -2.05 3.21 4.26
H -4.49 2.53 3.10
H -3.21 1.56 2.39
H -4.05 2.89 1.55
H -1.70 3.49 2.22
H -2.44 5.63 3.69
H -4.04 4.95 3.50
H -2.81 7.55 2.47
H -4.57 7.09 2.22
H -3.43 7.43 0.86
H -1.48 3.99 4.58
H -2.84 3.12 4.89
C -2.10 -0.68 -7.08
C -0.98 -0.62 -6.04
C -0.26 0.70 -5.98
O 0.47 0.91 -7.16
C 1.04 2.20 -7.25
N -1.56 -0.96 -4.71
H -1.64 -0.72 -8.07
H -2.90 0.04 -6.92
H -2.58 -1.65 -6.95
H -0.30 -1.47 -6.25
H 0.45 0.69 -5.13
H -0.97 1.51 -5.76
H 0.27 2.99 -7.25
H 1.72 2.26 -8.09
H 1.55 2.37 -6.30
H -0.81 -1.24 -4.05
H -1.92 -1.91 -4.86
```

Output
Energy relative to the best compared isomer or geometry (same formula, charge and spin)   0.0 kcal per mole
Electronic energy   -3970.04995 Ha
Strongest force on any atom   0.048 hartree/bohr

Atomic partial charges in e from the Löwdin method, atoms 1 to 8:
1 C -0.091
2 C -0.299
3 O -0.111
4 H 0.060
5 H 0.074
6 H 0.076
7 H 0.112
8 H 0.098